The following is a quantum chemistry calculation of a cluster of 3 separate species, C23H21F3IN6O13PS in total in a non-equilibrium geometry, from the OMol25 dataset.

Last column: Löwdin charge in e.
Element x y z (Å)
C 3.38 -4.30 2.71  -0.231
H 2.65 1.23 -2.70  0.130
C -3.84 3.42 3.78  0.072
C 1.85 0.64 1.61  -0.087
C 5.62 -4.42 3.90  0.073
C -4.85 1.91 2.01  -0.230
F 0.51 -1.34 1.37  0.150
I -1.90 5.35 -2.46  0.461
H 2.48 0.99 2.42  0.148
H 3.56 -0.85 -5.35  0.089
C -2.00 0.81 -4.61  -0.315
O 1.20 1.77 1.08  -0.102
H -6.15 0.38 2.70  0.137
P -2.22 3.11 -1.48  0.596
O 2.26 -3.61 2.54  0.104
H 1.77 0.97 -4.17  0.115
F -0.14 0.17 2.83  0.184
H 0.79 -1.18 -2.89  0.124
H 2.10 -0.78 -1.70  0.105
O -5.94 0.96 5.25  0.107
O 6.95 -6.30 3.47  0.114
C -5.51 1.21 2.95  0.075
C -2.28 0.60 -6.79  -0.727
F 1.60 -1.04 3.20  0.097
O 3.79 -1.86 -3.04  0.110
C 0.90 -0.39 2.23  -0.583
N 0.59 1.53 -2.50  -0.040
O -4.94 1.45 -3.38  0.035
H 2.90 -5.90 1.40  0.135
C 4.38 -3.70 3.65  -0.312
C 1.75 -0.69 -2.73  -0.085
N -2.64 0.22 -5.67  0.170
C 1.72 0.81 -3.09  -0.140
C -0.58 1.41 -3.14  -0.317
H 2.57 -2.18 -5.38  0.090
H 6.32 -3.99 4.59  0.135
O -3.83 2.94 -1.31  -0.347
N 2.71 -1.26 -4.99  0.104
C -3.95 3.06 2.38  -0.306
C 5.84 -5.59 3.28  -0.239
C 0.39 1.48 -0.05  -0.189
H -3.20 4.26 4.03  0.135
H 2.51 0.19 0.86  0.145
C -5.38 1.56 4.35  -0.319
O -4.44 3.01 6.01  0.116
C -4.50 2.72 4.71  -0.238
C 2.84 -1.34 -3.56  -0.494
O -3.35 3.65 1.49  0.070
O -4.22 2.76 -5.01  0.016
N -0.72 0.66 -4.22  0.230
H -5.01 2.36 6.45  0.121
H -4.26 3.76 -1.59  0.070
H 2.33 -2.80 3.10  0.085
H 6.86 -7.08 2.90  0.120
H 0.46 0.43 -0.34  0.114
H -4.38 2.26 0.22  0.060
H -0.65 1.66 0.22  0.086
C 4.85 -6.18 2.31  -0.318
C 0.85 2.29 -1.29  -0.121
C -4.08 1.98 -4.06  -0.715
O -4.95 1.62 0.72  0.107
H 0.42 3.29 -1.30  0.074
O 5.13 -7.23 1.77  0.108
N -2.62 1.63 -3.79  0.082
N -1.77 2.03 -2.80  -0.121
H 1.92 2.42 -1.14  0.131
C 3.61 -5.46 2.08  0.075
S -2.19 1.15 -8.22  0.857
O 4.12 -2.63 4.17  0.111

For the HOMO-LUMO gap, the calculation gives 7.362 eV. As for the LUMO energy: -1.463 eV.

---

The following is a quantum chemistry calculation of a structure of composition C23H21I2N5OS3TeTi in a non-equilibrium geometry, from the OMol25 dataset.

Last column: Mulliken spin population.
Element x y z (Å)
C -2.25 0.05 3.73  -0.004
Ti 0.01 -0.07 0.09  0.927
H 6.29 -3.95 1.52  0.000
N -0.42 -1.98 0.81  -0.013
H -1.15 3.38 -1.94  -0.002
H 3.79 -3.80 0.55  0.000
I 3.14 2.28 2.70  0.000
C 1.57 -3.52 3.59  -0.001
H -0.30 5.34 -1.02  0.000
H -0.25 -0.37 3.08  -0.002
C -0.51 2.67 -1.42  -0.009
C 6.46 -1.90 0.74  0.000
C 0.31 3.40 -0.38  0.003
C -1.58 -2.44 0.31  0.019
H 5.23 -0.12 0.54  0.000
I 1.13 7.55 0.59  0.000
N 4.46 -3.12 0.87  0.000
S 2.68 -1.26 0.00  0.001
C 1.93 3.38 1.40  0.005
H -4.43 1.77 1.84  -0.001
H 0.15 2.20 -2.15  -0.003
Te 0.68 -0.60 -2.37  0.001
C -3.44 0.66 3.38  0.014
H 2.60 5.29 2.13  0.000
H -2.27 3.04 0.25  0.001
N -1.29 1.56 -0.85  -0.006
C -0.62 -4.00 2.00  -0.001
S -2.01 -4.01 0.96  0.003
C -2.43 1.23 1.29  0.005
C -3.53 1.26 2.15  -0.007
N 5.25 -1.08 0.83  0.000
H 7.11 -1.73 1.60  0.000
C 0.87 -4.72 3.73  -0.001
C 4.11 -1.81 0.65  0.004
H 1.74 -1.65 2.55  0.011
H -2.11 -0.40 4.71  -0.001
C -0.25 -4.96 2.94  0.001
H -3.36 1.90 -0.52  0.001
H 7.03 -1.68 -0.16  0.000
H -0.83 -5.87 3.06  0.000
C -1.21 0.05 2.82  0.033
C 1.13 2.66 0.50  0.004
C 0.10 -2.82 1.81  -0.030
C -2.41 1.99 0.00  -0.004
O 1.15 1.36 0.48  0.011
H 2.43 -3.32 4.22  0.000
N -1.30 0.59 1.60  0.003
C 1.96 4.77 1.43  -0.005
C 1.19 -2.57 2.65  0.028
H -1.60 0.94 -1.59  0.007
S -2.57 -1.61 -0.75  0.000
H 6.12 -3.82 -0.24  0.000
H -4.28 0.67 4.06  0.002
H 1.18 -5.45 4.46  0.000
C 0.32 4.78 -0.34  -0.003
C 1.14 5.46 0.56  0.008
C 5.89 -3.33 0.71  -0.001

Its charge is -1. For the HOMO-LUMO gap (alpha / beta), the calculation gives 4.219 / 4.470 eV. As for the LUMO energy (alpha / beta): 2.103 / 2.103 eV. Its expectation value of S² is 0.762. Its spin multiplicity is 2.

---

Copy entry 2 word for word.
The following is a quantum chemistry calculation of a structure of composition C23H21I2N5OS3TeTi in a non-equilibrium geometry, from the OMol25 dataset.

Last column: Mulliken spin population.
Element x y z (Å)
C -2.25 0.05 3.73  -0.004
Ti 0.01 -0.07 0.09  0.927
H 6.29 -3.95 1.52  0.000
N -0.42 -1.98 0.81  -0.013
H -1.15 3.38 -1.94  -0.002
H 3.79 -3.80 0.55  0.000
I 3.14 2.28 2.70  0.000
C 1.57 -3.52 3.59  -0.001
H -0.30 5.34 -1.02  0.000
H -0.25 -0.37 3.08  -0.002
C -0.51 2.67 -1.42  -0.009
C 6.46 -1.90 0.74  0.000
C 0.31 3.40 -0.38  0.003
C -1.58 -2.44 0.31  0.019
H 5.23 -0.12 0.54  0.000
I 1.13 7.55 0.59  0.000
N 4.46 -3.12 0.87  0.000
S 2.68 -1.26 0.00  0.001
C 1.93 3.38 1.40  0.005
H -4.43 1.77 1.84  -0.001
H 0.15 2.20 -2.15  -0.003
Te 0.68 -0.60 -2.37  0.001
C -3.44 0.66 3.38  0.014
H 2.60 5.29 2.13  0.000
H -2.27 3.04 0.25  0.001
N -1.29 1.56 -0.85  -0.006
C -0.62 -4.00 2.00  -0.001
S -2.01 -4.01 0.96  0.003
C -2.43 1.23 1.29  0.005
C -3.53 1.26 2.15  -0.007
N 5.25 -1.08 0.83  0.000
H 7.11 -1.73 1.60  0.000
C 0.87 -4.72 3.73  -0.001
C 4.11 -1.81 0.65  0.004
H 1.74 -1.65 2.55  0.011
H -2.11 -0.40 4.71  -0.001
C -0.25 -4.96 2.94  0.001
H -3.36 1.90 -0.52  0.001
H 7.03 -1.68 -0.16  0.000
H -0.83 -5.87 3.06  0.000
C -1.21 0.05 2.82  0.033
C 1.13 2.66 0.50  0.004
C 0.10 -2.82 1.81  -0.030
C -2.41 1.99 0.00  -0.004
O 1.15 1.36 0.48  0.011
H 2.43 -3.32 4.22  0.000
N -1.30 0.59 1.60  0.003
C 1.96 4.77 1.43  -0.005
C 1.19 -2.57 2.65  0.028
H -1.60 0.94 -1.59  0.007
S -2.57 -1.61 -0.75  0.000
H 6.12 -3.82 -0.24  0.000
H -4.28 0.67 4.06  0.002
H 1.18 -5.45 4.46  0.000
C 0.32 4.78 -0.34  -0.003
C 1.14 5.46 0.56  0.008
C 5.89 -3.33 0.71  -0.001

Its charge is -1. For the HOMO-LUMO gap (alpha / beta), the calculation gives 4.219 / 4.470 eV. As for the LUMO energy (alpha / beta): 2.103 / 2.103 eV. Its expectation value of S² is 0.762. Its spin multiplicity is 2.